1.
ORCA calculation (ωB97M-V/def2-TZVPD) on a cluster of 16 separate species, C80H80N16 in total.

CARTESIAN COORDINATES (ANGSTROEM)
N 12.381 18.099 23.314
C 13.564 17.491 23.301
C 13.932 16.394 22.534
C 12.889 15.773 21.845
C 11.604 16.322 21.822
C 11.409 17.443 22.620
H 14.357 17.990 23.901
H 14.897 15.919 22.516
H 13.159 14.932 21.223
H 10.843 15.885 21.183
H 10.423 17.873 22.749
N 12.178 20.766 12.435
C 11.654 20.023 13.449
C 12.284 19.789 14.657
C 13.522 20.350 14.866
C 14.103 21.166 13.916
C 13.376 21.339 12.706
H 10.733 19.491 13.205
H 11.844 19.140 15.416
H 14.024 20.166 15.837
H 15.057 21.595 14.075
H 13.823 21.911 11.897
N 16.979 19.768 15.359
C 16.721 18.792 14.479
C 17.687 18.248 13.617
C 18.963 18.830 13.687
C 19.256 19.840 14.566
C 18.244 20.292 15.400
H 15.691 18.548 14.546
H 17.477 17.562 12.804
H 19.722 18.488 13.004
H 20.157 20.388 14.588
H 18.363 21.182 16.056
N 17.667 12.715 13.195
C 16.921 13.746 12.929
C 16.697 14.791 13.830
C 17.392 14.709 15.017
C 18.305 13.680 15.297
C 18.384 12.700 14.339
H 16.413 13.805 11.966
H 16.041 15.631 13.693
H 17.148 15.452 15.765
H 18.826 13.606 16.236
H 19.009 11.842 14.525
N 19.196 16.087 17.741
C 19.875 15.832 18.901
C 20.188 16.783 19.810
C 19.864 18.115 19.467
C 19.210 18.453 18.344
C 18.882 17.353 17.493
H 20.191 14.766 18.971
H 20.685 16.660 20.736
H 20.081 18.924 20.190
H 18.805 19.419 18.182
H 18.242 17.596 16.650
N 13.102 13.719 19.355
C 13.297 12.392 19.163
C 12.327 11.546 18.631
C 11.087 12.076 18.302
C 10.791 13.404 18.542
C 11.884 14.161 19.006
H 14.240 11.981 19.437
H 12.448 10.494 18.450
H 10.327 11.406 17.895
H 9.849 13.880 18.304
H 11.681 15.234 19.159
N 13.375 15.302 13.314
C 13.558 16.607 13.194
C 13.516 17.363 12.038
C 13.265 16.695 10.851
C 13.210 15.329 10.925
C 13.277 14.702 12.137
H 13.850 17.088 14.110
H 13.785 18.421 12.117
H 13.136 17.234 9.942
H 12.989 14.746 10.004
H 13.225 13.622 12.192
N 18.354 22.730 18.054
C 17.620 22.008 18.948
C 17.801 22.052 20.312
C 18.720 22.938 20.817
C 19.389 23.784 19.988
C 19.178 23.586 18.633
H 16.876 21.349 18.528
H 17.285 21.351 20.902
H 18.925 22.861 21.873
H 20.039 24.569 20.318
H 19.733 24.208 17.940
N 15.878 11.660 17.192
C 16.934 12.248 17.712
C 18.005 11.495 18.187
C 17.903 10.114 18.106
C 16.802 9.512 17.577
C 15.778 10.359 17.121
H 17.019 13.285 17.691
H 18.915 11.960 18.491
H 18.700 9.489 18.462
H 16.733 8.428 17.566
H 14.895 9.982 16.638
N 15.227 19.698 19.696
C 14.576 20.222 18.653
C 13.313 20.796 18.683
C 12.727 20.787 19.942
C 13.361 20.242 21.028
C 14.585 19.651 20.847
H 15.123 20.269 17.724
H 12.830 21.246 17.794
H 11.751 21.217 20.025
H 12.855 20.324 21.953
H 15.111 19.156 21.699
N 9.242 16.769 18.576
C 8.169 17.050 17.830
C 8.151 18.133 16.943
C 9.285 18.948 16.921
C 10.348 18.689 17.790
C 10.267 17.603 18.645
H 7.347 16.303 17.757
H 7.307 18.387 16.296
H 9.300 19.765 16.203
H 11.207 19.362 17.816
H 11.051 17.409 19.374
N 13.966 17.601 17.201
C 15.102 17.122 17.688
C 15.460 15.773 17.595
C 14.581 14.888 17.043
C 13.398 15.388 16.506
C 13.167 16.741 16.614
H 15.745 17.800 18.212
H 16.354 15.395 18.075
H 14.820 13.814 16.928
H 12.666 14.730 16.066
H 12.218 17.157 16.371
N 9.930 15.858 12.888
C 10.032 16.264 14.167
C 10.167 15.406 15.223
C 10.249 14.065 14.902
C 10.151 13.592 13.621
C 9.991 14.534 12.651
H 9.925 17.316 14.384
H 10.372 15.717 16.222
H 10.281 13.320 15.693
H 10.227 12.519 13.464
H 9.969 14.296 11.598
N 8.294 18.341 8.326
C 9.060 19.435 8.059
C 10.052 19.875 8.885
C 10.220 19.202 10.094
C 9.467 18.125 10.356
C 8.525 17.700 9.435
H 8.731 20.003 7.212
H 10.630 20.808 8.695
H 10.975 19.442 10.836
H 9.640 17.511 11.239
H 7.950 16.800 9.651
N 12.324 10.118 13.581
C 12.207 10.874 14.696
C 13.157 11.750 15.152
C 14.382 11.807 14.506
C 14.593 10.929 13.451
C 13.503 10.165 13.016
H 11.267 10.918 15.240
H 12.931 12.394 15.984
H 15.133 12.536 14.799
H 15.550 11.013 12.917
H 13.649 9.546 12.147
N 16.938 13.125 22.972
C 17.995 14.005 23.092
C 18.219 15.042 22.188
C 17.305 15.214 21.124
C 16.206 14.334 21.013
C 16.119 13.353 22.006
H 18.681 13.871 23.916
H 19.126 15.678 22.243
H 17.329 16.086 20.440
H 15.484 14.472 20.223
H 15.269 12.686 21.876

energy relative to the best compared isomer or geometry (same formula, charge and spin)	0.00	kcal/mol
orbital gap	9.56	eV
HOMO	-9.120	eV

Löwdin atomic charge list, values in e, 8 entries:
1. N 0.055
2. C -0.194
3. C -0.052
4. C -0.060
5. C -0.074
6. C -0.140
7. H 0.114
8. H 0.078


2.
ORCA calculation (ωB97M-V/def2-TZVPD) on a cluster of 14 separate species, C81H167N5O23S9 in total.

CARTESIAN COORDINATES (ANGSTROEM)
C -3.792 1.895 -2.125
C -4.722 2.052 -3.267
C -3.933 2.634 -4.534
S -2.520 3.655 -3.844
O -2.798 5.061 -3.894
O -1.305 3.028 -4.296
C -2.808 3.098 -2.060
H -3.176 1.014 -2.303
H -4.384 1.684 -1.234
H -5.544 2.698 -2.959
H -5.213 1.087 -3.397
H -4.522 3.285 -5.180
H -3.509 1.817 -5.117
H -3.375 3.909 -1.602
H -1.913 3.134 -1.439
C -1.288 6.276 -0.445
C -0.184 5.735 -1.383
C 1.175 6.248 -0.750
S 0.833 7.494 0.440
O 1.672 8.657 0.085
O 0.864 6.886 1.743
C -0.937 7.704 -0.118
H -1.439 5.817 0.532
H -2.282 6.227 -0.890
H -0.496 6.132 -2.349
H -0.327 4.661 -1.499
H 1.704 6.863 -1.479
H 1.914 5.573 -0.319
H -0.948 8.299 -1.031
H -1.393 8.234 0.718
C 3.403 4.933 -5.002
C 2.005 4.760 -4.453
C 1.242 6.000 -4.895
S 1.835 6.373 -6.675
O 2.500 7.702 -6.763
O 0.811 6.026 -7.683
C 3.185 5.165 -6.543
H 4.015 4.034 -4.925
H 3.924 5.766 -4.530
H 2.007 4.791 -3.364
H 1.506 3.848 -4.781
H 1.628 6.859 -4.346
H 0.154 6.054 -4.859
H 4.035 5.528 -7.121
H 2.742 4.243 -6.919
C 0.186 -0.628 -8.331
C -0.247 -0.522 -6.870
C -0.092 1.003 -6.514
S 1.432 1.526 -7.472
O 2.529 1.562 -6.535
O 1.140 2.800 -8.218
C 1.550 0.048 -8.508
H -0.432 -0.151 -9.092
H 0.181 -1.646 -8.721
H 0.369 -1.214 -6.296
H -1.295 -0.790 -6.733
H 0.172 1.311 -5.502
H -0.975 1.600 -6.743
H 2.427 -0.475 -8.127
H 1.847 0.301 -9.525
C 3.683 -2.663 -5.306
C 3.231 -3.641 -4.310
C 2.107 -4.491 -4.936
S 2.168 -4.212 -6.798
O 0.998 -3.351 -7.045
O 2.286 -5.494 -7.495
C 3.695 -3.252 -6.696
H 4.693 -2.360 -5.029
H 3.153 -1.713 -5.243
H 2.887 -3.178 -3.386
H 4.015 -4.287 -3.913
H 1.114 -4.175 -4.615
H 2.315 -5.560 -4.879
H 3.623 -2.594 -7.562
H 4.593 -3.870 -6.700
C 5.383 3.286 -0.179
C 5.325 3.144 -1.705
C 5.901 4.410 -2.298
S 5.382 5.774 -1.104
O 4.231 6.453 -1.676
O 6.581 6.523 -0.677
C 4.817 4.704 0.264
H 6.454 3.288 0.024
H 4.984 2.379 0.275
H 4.293 2.985 -2.017
H 5.761 2.207 -2.050
H 5.584 4.640 -3.315
H 6.987 4.334 -2.345
H 3.739 4.580 0.160
H 5.147 5.130 1.212
C 6.887 -5.127 0.472
C 7.208 -3.744 0.862
C 7.137 -2.849 -0.361
S 5.883 -3.554 -1.461
O 6.413 -3.960 -2.755
O 4.679 -2.722 -1.354
C 5.668 -5.023 -0.444
H 6.770 -5.792 1.328
H 7.711 -5.549 -0.104
H 8.164 -3.782 1.386
H 6.548 -3.356 1.637
H 8.088 -2.872 -0.893
H 6.804 -1.829 -0.166
H 5.325 -5.893 -1.004
H 4.815 -4.686 0.144
C 0.591 -6.814 0.492
C 1.210 -5.389 0.356
C 1.579 -5.054 -1.102
S 1.688 -6.661 -2.012
O 3.077 -7.043 -2.200
O 0.730 -6.584 -3.118
C 1.121 -7.733 -0.645
H -0.462 -6.742 0.219
H 0.629 -7.330 1.451
H 2.054 -5.372 1.045
H 0.541 -4.643 0.785
H 2.557 -4.574 -1.142
H 0.825 -4.430 -1.583
H 2.055 -8.176 -0.299
H 0.466 -8.547 -0.955
C 2.402 -4.749 5.004
C 2.589 -3.673 3.927
C 3.933 -3.814 3.250
S 5.007 -4.328 4.675
O 5.537 -3.192 5.389
O 5.890 -5.310 4.124
C 3.704 -5.039 5.735
H 2.068 -5.671 4.530
H 1.557 -4.604 5.677
H 2.469 -2.716 4.436
H 1.739 -3.678 3.245
H 4.406 -3.022 2.668
H 3.978 -4.733 2.666
H 3.766 -4.681 6.763
H 3.900 -6.110 5.785
C -3.336 0.203 1.632
C -3.969 1.554 2.249
C -2.726 2.513 2.422
C -3.087 3.986 2.484
C -4.003 4.342 1.321
C -5.325 3.595 1.247
N -4.952 2.116 1.346
O -6.008 1.231 1.111
C -6.388 3.951 2.393
C -6.045 3.966 -0.030
C -4.479 1.245 3.625
H -2.771 0.313 0.706
H -4.205 -0.394 1.354
H -2.814 -0.472 2.310
H -2.001 2.111 3.130
H -2.035 2.439 1.583
H -2.261 4.693 2.567
H -3.696 4.070 3.384
H -3.443 4.206 0.396
H -4.172 5.386 1.584
H -7.281 3.415 2.073
H -6.151 3.684 3.423
H -6.699 4.995 2.366
H -6.875 3.273 -0.176
H -6.471 4.968 0.003
H -5.402 4.015 -0.909
H -3.911 0.637 4.329
H -5.427 0.715 3.530
H -4.966 2.099 4.096
H -5.510 0.670 0.513
C -2.549 -3.189 -3.594
C -4.047 -2.680 -3.547
C -4.797 -3.955 -4.123
C -6.276 -3.863 -3.822
C -6.628 -3.807 -2.299
C -5.903 -2.667 -1.620
N -4.500 -2.508 -2.128
O -3.813 -1.494 -1.459
C -6.728 -1.315 -1.776
C -5.867 -2.983 -0.123
C -4.173 -1.506 -4.541
H -2.246 -3.378 -4.624
H -2.417 -4.118 -3.039
H -1.908 -2.474 -3.078
H -4.457 -4.287 -5.104
H -4.509 -4.750 -3.435
H -6.740 -4.755 -4.243
H -6.701 -3.013 -4.356
H -6.454 -4.776 -1.831
H -7.713 -3.762 -2.201
H -6.386 -0.508 -1.128
H -6.788 -0.822 -2.747
H -7.784 -1.378 -1.512
H -6.819 -3.324 0.285
H -5.128 -3.762 0.062
H -5.740 -2.063 0.449
H -3.467 -1.508 -5.371
H -3.852 -0.593 -4.039
H -5.180 -1.268 -4.884
H -3.021 -1.922 -1.126
C 3.932 5.010 5.441
C 2.478 4.554 5.506
C 2.458 3.209 6.365
C 2.581 3.372 7.875
C 1.452 4.323 8.366
C 1.501 5.742 7.626
N 1.520 5.463 6.163
O 1.343 6.555 5.394
C 0.146 6.446 8.038
C 2.696 6.569 8.058
C 1.950 4.069 4.103
H 4.560 4.367 4.825
H 4.466 5.064 6.390
H 3.965 6.015 5.021
H 1.649 2.551 6.045
H 3.353 2.610 6.199
H 3.565 3.710 8.201
H 2.424 2.407 8.356
H 1.605 4.647 9.396
H 0.480 3.843 8.480
H -0.753 5.857 7.858
H 0.108 6.572 9.120
H -0.058 7.364 7.488
H 2.930 7.369 7.355
H 2.408 7.028 9.003
H 3.591 5.976 8.242
H 0.925 3.703 4.163
H 2.576 3.296 3.659
H 1.897 4.980 3.507
H 2.227 6.929 5.404
C -4.785 -5.016 6.549
C -3.595 -5.594 5.753
C -4.067 -7.044 5.196
C -3.205 -7.541 3.946
C -3.258 -6.296 2.889
C -2.558 -4.965 3.402
N -3.248 -4.586 4.628
O -2.868 -3.349 5.047
C -1.082 -5.139 3.639
C -2.717 -3.834 2.310
C -2.382 -5.830 6.660
H -4.543 -4.057 7.007
H -5.193 -5.762 7.231
H -5.672 -4.886 5.928
H -4.105 -7.777 6.002
H -5.099 -6.968 4.855
H -3.643 -8.420 3.474
H -2.206 -7.868 4.234
H -4.312 -6.021 2.920
H -3.061 -6.579 1.855
H -0.881 -4.536 4.524
H -0.744 -6.108 4.007
H -0.504 -4.797 2.780
H -3.737 -3.453 2.260
H -2.076 -2.988 2.555
H -2.336 -4.166 1.344
H -2.723 -6.333 7.565
H -2.012 -4.912 7.117
H -1.456 -6.220 6.236
H -2.002 -3.498 5.434
C -0.094 -0.261 -2.591
C 1.159 0.416 -1.978
C 0.811 1.895 -1.478
C 0.029 1.859 -0.237
C 0.761 1.062 0.874
C 1.237 -0.397 0.477
N 1.763 -0.461 -0.913
O 2.027 -1.731 -1.282
C 2.368 -0.982 1.484
C 0.124 -1.425 0.734
C 2.158 0.501 -3.127
H -0.816 -0.543 -1.825
H 0.278 -1.184 -3.036
H -0.651 0.399 -3.256
H 1.713 2.478 -1.287
H 0.278 2.383 -2.294
H -0.906 1.300 -0.280
H -0.183 2.884 0.068
H 0.037 0.997 1.687
H 1.536 1.579 1.440
H 3.322 -0.692 1.044
H 2.349 -0.689 2.533
H 2.332 -2.071 1.484
H -0.742 -1.015 0.214
H 0.265 -2.415 0.300
H -0.201 -1.369 1.773
H 1.840 1.273 -3.828
H 2.155 -0.459 -3.645
H 3.188 0.718 -2.843
H 2.982 -1.709 -1.380

multiplicity	2
orbital gap (alpha / beta)	1.63 / 7.91	eV
total charge	-1
HOMO (alpha / beta)	-0.245 / -6.620	eV

Löwdin atomic charge list, values in e, 8 entries:
1. C -0.233
2. C -0.207
3. C -0.141
4. S 0.698
5. O -0.322
6. O -0.345
7. C -0.171
8. H 0.092


The following max |F| values (in hartree/bohr) correspond, in order, to the records above: 0.0625 0.0914.